i | Molecular formula: C4H12
Method: DFT, the ωB97M-V functional and the def2-TZVPD basis

As for the net charge: -1. The orbital gap (alpha / beta) is 2.701 / 12.137 eV. The spin multiplicity is 2.

Each line ends with the Löwdin charge.
Positions of all 16 atoms, in Å:
1 C 2.02392 0.78481 0.49911  -0.401
2 C 1.28178 1.95320 -0.21162  -0.292
3 H 2.14783 -0.10939 -0.06651  -0.001
4 H 2.99010 1.20042 0.75783  0.013
5 H 1.49998 0.45506 1.39321  0.010
6 H 0.52014 1.58724 -0.93863  0.037
7 H 1.89678 2.68367 -0.74612  0.028
8 H 0.68800 2.58412 0.49991  0.044
9 C -1.32138 -0.66315 -0.29561  -0.306
10 C -1.88409 -2.06448 0.00522  -0.329
11 H -1.80663 -0.54103 -1.23669  0.028
12 H -1.59347 -0.01248 0.53360  0.037
13 H -0.26951 -0.51592 -0.39614  0.010
14 H -1.22346 -2.81764 -0.43535  0.025
15 H -2.91218 -2.25973 -0.46452  0.056
16 H -2.03782 -2.26469 1.10230  0.040

***

ii | Molecular formula: C4H12
Method: DFT, the ωB97M-V functional and the def2-TZVPD basis

As for the net charge: -1. The orbital gap (alpha / beta) is 2.449 / 11.753 eV. The spin multiplicity is 2.

Each line ends with the Löwdin charge.
Positions of all 16 atoms, in Å:
1 C -2.23511 -3.41097 1.34402  -0.448
2 H -1.28385 -2.82381 1.36989  -0.032
3 H -2.76021 -3.51222 0.44350  -0.063
4 H -2.82471 -2.59653 1.93658  -0.001
5 H -2.17586 -4.34428 1.86361  -0.041
6 C 0.76673 2.68065 -0.07642  -0.206
7 C 1.60379 1.44446 -0.47313  -0.346
8 C 0.79639 0.36753 -1.29814  -0.209
9 H 1.49995 3.27413 0.47899  0.046
10 H -0.18610 2.41922 0.39740  0.048
11 H 0.45061 3.42548 -0.81284  0.049
12 H 2.17260 0.96568 0.36585  0.083
13 H 2.53086 1.68318 -0.98742  0.069
14 H -0.20696 0.75615 -1.39875  0.035
15 H 1.05715 0.25188 -2.28431  0.012
16 H 0.79472 -0.58056 -0.86884  0.005

***

Which one sits at the bottom of the stability order? ii does.

***

i | Molecular formula: C2H4OS2
Method: DFT, the ωB97M-V functional and the def2-TZVPD basis

As for the net charge: 0. The SMILES is CC1(O)SS1. The orbital gap is 8.453 eV.

Each line ends with the Löwdin charge.
Positions of all 9 atoms, in Å:
1 C -0.31977 -0.58115 -0.95730  -0.076
2 C 0.01313 0.18645 0.35211  -1.177
3 O -0.72598 1.26883 0.59700  -0.070
4 S 1.79726 0.47295 0.68337  0.504
5 S 0.59188 -0.73715 1.79249  0.529
6 H 0.61522 -0.86393 -1.43296  0.066
7 H -0.77385 0.01709 -1.72693  0.079
8 H -0.85053 -1.45872 -0.68548  0.061
9 H -0.34736 1.69563 1.37772  0.086

***

ii | Molecular formula: C2H4OS2
Method: DFT, the ωB97M-V functional and the def2-TZVPD basis

As for the net charge: 0. The SMILES is OC(=S)CS. The orbital gap is 9.029 eV.

Each line ends with the Löwdin charge.
Positions of all 9 atoms, in Å:
1 O 0.33623 1.43755 -0.02915  0.019
2 C 0.63221 0.19993 -0.02596  -0.967
3 S 2.22022 -0.31592 0.05003  0.668
4 C -0.50683 -0.75804 -0.11524  -0.561
5 S -2.19649 -0.12118 -0.00900  0.766
6 H -0.56138 1.56734 -0.31030  0.050
7 H -0.29894 -1.67245 0.54972  0.114
8 H -0.62862 -1.19873 -1.08332  0.055
9 H -2.33281 0.14577 1.26789  -0.144

***

Which one sits at the bottom of the stability order? i does.

***

i | Molecular formula: CH4N3
Method: DFT, the ωB97M-V functional and the def2-TZVPD basis

As for the net charge: +1. The SMILES is [NH3+]N1C=N1. The orbital gap is 11.917 eV.

Each line ends with the Löwdin charge.
Positions of all 8 atoms, in Å:
1 N 1.00281 0.34891 0.12058  0.183
2 N -0.20892 -0.26184 0.72674  -0.003
3 C -1.25482 -0.51723 -0.23853  -0.139
4 N -1.46465 0.61702 0.14357  0.248
5 H 0.65378 0.94398 -0.70806  0.197
6 H 1.40290 -0.55075 -0.24426  0.192
7 H 1.48981 0.86707 0.85079  0.176
8 H -1.62090 -1.44716 -0.65084  0.145

***

ii | Molecular formula: CH4N3
Method: DFT, the ωB97M-V functional and the def2-TZVPD basis

As for the net charge: +1. The SMILES is [H]/N=C\N=[NH2+]. The orbital gap is 9.054 eV.

Each line ends with the Löwdin charge.
Positions of all 8 atoms, in Å:
1 H -0.20402 -0.42050 1.22396  0.114
2 N 0.88968 -0.27467 1.13123  0.219
3 C 1.14548 -0.03905 -0.09853  -0.178
4 N 0.05783 -0.25764 -0.78013  0.122
5 N -1.00682 0.16572 -0.43093  0.214
6 H 2.09235 0.19629 -0.44123  0.131
7 H -1.40403 0.75969 0.45976  0.287
8 H -1.57047 -0.12983 -1.06414  0.090

***

iii | Molecular formula: CH4N3
Method: DFT, the ωB97M-V functional and the def2-TZVPD basis

As for the net charge: +1. The orbital gap (alpha / beta) is 9.252 / 9.251 eV.

Each line ends with the Löwdin charge.
Positions of all 8 atoms, in Å:
1 C 0.15253 -0.75255 0.10103  0.027
2 N 2.19705 0.49201 -0.02851  0.438
3 N 1.28533 -0.09937 0.14732  0.002
4 N -1.17616 0.81313 0.21704  0.188
5 H -0.02501 -1.38176 0.98823  0.151
6 H -0.08530 -1.06227 -0.87466  0.119
7 H -1.73958 0.38202 -0.49492  0.034
8 H -0.60886 1.60878 -0.05554  0.042

***

Which one sits at the bottom of the stability order? ii does.

***

i | Molecular formula: C5H13O3
Method: DFT, the ωB97M-V functional and the def2-TZVPD basis

As for the net charge: -1. The orbital gap is 6.252 eV.

Each line ends with the Löwdin charge.
Positions of all 21 atoms, in Å:
1 C -1.51303 -1.10475 -0.00959  -0.548
2 O -2.48064 -1.58812 -0.78069  -0.344
3 C -0.12270 -1.15534 -0.68743  -0.209
4 C 1.01152 -0.26835 -0.13961  -0.222
5 C 0.59912 1.18520 0.19402  -0.221
6 C 0.15410 1.99073 -1.00361  -0.245
7 O 1.30139 2.52561 -1.70272  -0.094
8 H -1.74418 -0.06773 0.31353  0.089
9 H -1.36566 -1.82484 0.92992  0.089
10 H 0.30123 -2.16126 -0.55939  0.094
11 H -0.21051 -1.08383 -1.77397  0.093
12 H 1.85077 -0.18695 -0.85082  0.091
13 H 1.46105 -0.64229 0.78750  0.092
14 H -0.11001 1.14352 1.03200  0.097
15 H 1.40152 1.70092 0.73455  0.105
16 H -0.37788 1.37213 -1.73199  0.115
17 H -0.50073 2.83404 -0.78355  0.112
18 H 1.87626 1.79076 -1.86703  0.047
19 H -1.03732 -1.28107 2.08032  -0.016
20 H 0.08898 -1.94159 2.82800  0.032
21 O -0.58329 -1.23678 2.99054  -0.156

***

ii | Molecular formula: C5H13O3
Method: DFT, the ωB97M-V functional and the def2-TZVPD basis

As for the net charge: -1. The orbital gap is 7.882 eV.

Each line ends with the Löwdin charge.
Positions of all 21 atoms, in Å:
1 C -1.76105 -0.58500 0.83754  -0.336
2 O -1.99371 0.04611 2.03118  -0.122
3 C -0.32120 -0.49444 0.41938  -0.253
4 C 0.62517 -1.63887 0.50406  -0.223
5 C 1.39327 -1.86887 -0.78002  -0.200
6 C 1.34128 -1.15374 -1.89314  0.006
7 H -2.40148 -0.32021 -0.00024  0.095
8 H -2.08291 -1.77796 1.04800  0.142
9 H -0.28224 0.21098 -0.55057  0.114
10 H 0.09800 0.31218 0.99500  0.074
11 H -0.01371 -2.57587 0.66066  0.113
12 H 1.38140 -1.46408 1.36457  0.136
13 H 1.91985 -2.84024 -0.75815  0.085
14 H 0.74982 -0.32668 -2.07435  0.014
15 H 2.07816 -1.40716 -2.68294  0.057
16 H 0.47741 2.17809 -0.65922  -0.103
17 H 1.13652 3.29145 0.04724  -0.085
18 O 1.24988 2.37749 0.28880  -0.359
19 H -0.73098 2.88320 -1.49838  -0.064
20 H -1.15623 0.62074 2.33610  0.163
21 O -0.36098 2.03402 -1.41430  -0.254

***

Which one sits at the bottom of the stability order? ii does.